Here is a cluster of 2 separate species, C23H27ClN4O3S2 in total from OMol25. Energies are from the ωB97M-V functional and the def2-TZVPD basis.

```
60
Properties=species:S:1:pos:R:3:lowdin_charge:R:1
O 1.424 5.271 -4.251 0.038
O 2.130 -0.047 -5.053 0.055
Cl 5.232 -0.020 3.085 0.650
N -1.588 -0.360 3.476 0.093
O -3.624 -6.486 3.114 0.042
S -3.122 1.667 3.956 1.024
S 1.488 -0.986 -0.368 0.809
C 1.956 4.173 -4.265 -0.560
C 1.519 0.979 -4.779 -0.472
C -2.842 -0.031 3.617 -0.599
C -1.396 1.907 3.896 -0.354
C -0.743 0.729 3.633 -0.332
C 2.647 -0.883 3.151 -0.115
C 2.986 1.478 3.491 -0.098
C -2.778 -4.328 2.491 -0.014
C -4.657 -4.520 3.989 -0.011
C 1.268 -0.705 3.284 -0.040
C 1.604 1.663 3.621 -0.020
C -2.841 -2.934 2.595 -0.013
C -4.720 -3.124 4.092 -0.018
C 3.511 0.207 3.253 -0.664
C -3.682 -5.124 3.196 -0.330
C 0.720 0.571 3.515 -0.163
C -3.800 -2.317 3.412 -0.255
N -3.901 -0.930 3.563 0.047
N 0.560 1.468 -5.578 0.027
N 1.444 3.179 -3.542 0.088
C -0.287 -0.722 -0.117 -0.398
C 3.190 3.942 -5.114 0.016
C 0.143 0.849 -6.836 -0.051
C 1.709 -0.346 -2.052 -0.505
C 1.324 1.128 -2.233 -0.205
C 1.891 1.775 -3.510 -0.216
H -2.881 -6.755 2.551 0.108
H -0.914 2.863 4.053 0.065
H 3.053 -1.872 2.962 0.107
H 3.661 2.324 3.570 0.104
H -2.021 -4.779 1.858 0.113
H -5.362 -5.145 4.526 0.117
H 0.621 -1.574 3.200 0.109
H 1.239 2.668 3.802 0.103
H -2.138 -2.333 2.032 0.084
H -5.482 -2.674 4.719 0.110
H -4.766 -0.580 3.958 0.129
H 0.120 2.334 -5.306 0.131
H 0.664 3.439 -2.958 0.149
H -0.572 -1.108 0.861 -0.004
H -0.851 -1.244 -0.890 0.039
H -0.512 0.343 -0.150 0.032
H 2.983 3.195 -5.877 0.080
H 4.012 3.614 -4.481 0.085
H 3.465 4.880 -5.595 0.088
H -0.342 -0.107 -6.634 0.087
H -0.551 1.501 -7.367 0.085
H 1.017 0.668 -7.465 0.088
H 2.762 -0.465 -2.312 0.080
H 1.123 -0.956 -2.740 0.076
H 1.696 1.686 -1.373 0.118
H 0.236 1.205 -2.246 0.111
H 2.978 1.751 -3.431 0.152
```

The total energy is -70586.4674 eV. The max |F| comes out at 0.042 Eh/bohr. Its molar mass is 507.08 g/mol. As for the charge: 0. Its multiplicity is 1. The SMILES is Oc1ccc(Nc2nc(-c3ccc(Cl)cc3)cs2)cc1.CNC(=O)[C@H](CCSC)NC(C)=O.